a.
Formula: C16H17NO
Source: OMol25
Level of theory: wB97M-V/def2-TZVPD

- SMILES string: Cc1c[nH]c2ccccc12.Cc1ccc(O)cc1
- Frontier orbital gap: 8.58 eV
- HOMO: -7.82 eV

Each line ends with the Mulliken charge.
Atoms and positions in Å:
C1 -1.927 2.086 1.447  -1.193
C2 -0.619 1.353 1.520  0.622
C3 0.537 1.593 0.821  -0.790
N1 1.517 0.702 1.263  -0.001
C4 1.001 -0.147 2.180  -0.265
C5 1.588 -1.109 2.979  -0.753
C6 0.752 -1.898 3.764  -0.398
C7 -0.588 -1.549 3.986  -0.660
C8 -1.142 -0.470 3.302  -0.460
C9 -0.365 0.237 2.378  0.995
H1 -2.209 2.112 0.390  0.209
H2 -1.797 3.127 1.728  0.326
H3 -2.745 1.779 2.095  0.308
H4 0.604 2.286 0.004  0.405
H5 2.497 0.947 1.187  0.250
H6 2.641 -1.363 2.969  0.354
H7 1.034 -2.836 4.206  0.396
H8 -1.242 -2.085 4.661  0.375
H9 -2.147 -0.125 3.512  0.319
C10 0.805 -2.825 -2.235  -1.482
C11 0.483 -1.376 -2.521  0.342
C12 -0.432 -0.709 -1.675  -0.177
C13 -1.030 0.493 -1.959  -0.675
C14 -0.572 1.086 -3.134  1.204
O1 -1.108 2.274 -3.612  -0.563
C15 0.440 0.599 -3.948  -0.928
C16 0.872 -0.706 -3.673  -0.183
H10 1.668 -2.758 -1.544  0.325
H11 1.279 -3.467 -2.972  0.385
H12 -0.014 -3.332 -1.734  0.317
H13 -0.468 -1.141 -0.675  0.385
H14 -1.647 1.082 -1.302  0.005
H15 -1.917 2.479 -3.174  0.299
H16 0.662 1.068 -4.892  0.369
H17 1.647 -1.133 -4.304  0.339



b.
Formula: C16H17NO
Source: OMol25
Level of theory: wB97M-V/def2-TZVPD

- SMILES string: Cc1c[nH]c2ccccc12.Cc1ccc(O)cc1
- Frontier orbital gap: 8.79 eV
- HOMO: -7.97 eV

Each line ends with the Mulliken charge.
Atoms and positions in Å:
C1 2.935 3.573 3.186  -1.341
C2 1.972 2.571 2.644  0.413
C3 1.460 1.491 3.282  -0.617
N1 0.536 0.833 2.497  -0.118
C4 0.392 1.557 1.324  -0.018
C5 -0.452 1.324 0.245  -0.775
C6 -0.384 2.243 -0.789  -0.321
C7 0.512 3.325 -0.759  -0.767
C8 1.355 3.534 0.309  -0.482
C9 1.244 2.659 1.398  1.053
H1 3.503 4.033 2.371  0.326
H2 3.629 3.153 3.910  0.365
H3 2.401 4.413 3.640  0.273
H4 1.535 1.240 4.331  0.401
H5 -0.226 0.322 2.906  0.265
H6 -1.102 0.459 0.224  0.489
H7 -0.875 2.063 -1.739  0.180
H8 0.520 3.926 -1.660  0.381
H9 2.113 4.305 0.314  0.325
C10 -0.060 -5.205 -0.593  -1.414
C11 -0.659 -3.972 -1.217  0.750
C12 0.108 -2.813 -1.283  -0.719
C13 -0.453 -1.610 -1.677  -0.375
C14 -1.768 -1.592 -2.136  0.636
O1 -2.334 -0.467 -2.672  -0.573
C15 -2.503 -2.761 -2.176  -0.551
C16 -1.966 -3.945 -1.683  -0.520
H10 0.983 -5.318 -0.884  0.355
H11 -0.581 -6.119 -0.897  0.365
H12 -0.130 -5.163 0.497  0.274
H13 1.155 -2.854 -1.009  0.345
H14 0.151 -0.707 -1.709  0.407
H15 -1.680 0.253 -2.677  0.284
H16 -3.549 -2.695 -2.450  0.378
H17 -2.515 -4.876 -1.755  0.326



c.
Formula: C16H17NO
Source: OMol25
Level of theory: wB97M-V/def2-TZVPD

- SMILES string: Cc1c[nH]c2ccccc12.Cc1ccc(O)cc1
- Frontier orbital gap: 8.44 eV
- HOMO: -7.75 eV

Each line ends with the Mulliken charge.
Atoms and positions in Å:
C1 -3.691 1.749 -1.324  -1.315
C2 -2.677 0.643 -1.323  0.426
C3 -2.165 0.056 -0.213  -0.680
N1 -1.311 -0.983 -0.580  0.000
C4 -1.374 -1.137 -1.942  -0.377
C5 -0.750 -2.040 -2.807  -0.679
C6 -1.019 -1.906 -4.153  -0.448
C7 -1.861 -0.909 -4.667  -0.600
C8 -2.415 0.038 -3.822  -0.518
C9 -2.201 -0.124 -2.455  1.141
H1 -4.700 1.384 -1.127  0.265
H2 -3.699 2.253 -2.282  0.351
H3 -3.474 2.455 -0.519  0.358
H4 -2.333 0.220 0.840  0.454
H5 -1.041 -1.744 0.018  0.249
H6 0.075 -2.679 -2.524  0.347
H7 -0.729 -2.676 -4.858  0.331
H8 -2.041 -0.864 -5.735  0.372
H9 -2.997 0.871 -4.180  0.324
C10 4.516 0.697 1.335  -1.435
C11 3.272 0.518 2.150  0.791
C12 2.979 1.409 3.187  -0.658
C13 1.817 1.254 3.914  -0.240
C14 1.001 0.155 3.714  0.138
O1 -0.144 0.037 4.480  -0.546
C15 1.289 -0.751 2.715  -0.240
C16 2.458 -0.583 1.969  -0.677
H10 4.919 1.710 1.345  0.364
H11 4.376 0.467 0.272  0.350
H12 5.277 -0.028 1.627  0.305
H13 3.710 2.185 3.393  0.347
H14 1.640 1.923 4.741  0.402
H15 -0.069 -0.713 5.081  0.319
H16 0.756 -1.686 2.640  0.454
H17 2.605 -1.203 1.089  0.327



Most stable = b



a.
Formula: C5H10NS
Source: OMol25
Level of theory: wB97M-V/def2-TZVPD

- Frontier orbital gap (alpha / beta): 9.82 / 6.92 eV
- 2S+1: 2
- HOMO (alpha / beta): -8.95 / -8.92 eV

Each line ends with the Mulliken charge.
Atoms and positions in Å:
C1 0.818 -2.991 -0.271  -1.021
C2 0.005 -2.513 0.938  -0.397
S1 -0.205 -0.739 0.974  -0.058
H1 1.850 -2.652 -0.204  0.285
H2 0.396 -2.601 -1.197  0.314
H3 0.836 -4.080 -0.342  0.335
H4 0.524 -2.814 1.851  0.278
H5 -0.966 -3.009 0.926  0.296
C3 0.401 2.277 -0.569  -0.018
C4 0.668 3.414 0.064  -0.703
C5 -1.779 1.556 -0.485  -0.429
N1 -0.823 1.978 -1.185  -0.425
H6 1.146 1.494 -0.655  0.394
H7 -0.036 4.235 0.041  0.263
H8 1.660 3.566 0.460  0.259
H9 -2.722 1.286 -0.956  0.263
H10 -1.774 1.593 0.610  0.363



b.
Formula: C5H10NS
Source: OMol25
Level of theory: wB97M-V/def2-TZVPD

- Frontier orbital gap (alpha / beta): 9.68 / 6.88 eV
- 2S+1: 2
- HOMO (alpha / beta): -8.82 / -8.80 eV

Each line ends with the Mulliken charge.
Atoms and positions in Å:
C1 2.230 -0.496 -1.948  -0.984
C2 2.480 -0.164 -0.479  -0.421
S1 1.004 -0.025 0.520  -0.072
H1 1.488 0.197 -2.346  0.283
H2 1.767 -1.477 -2.066  0.292
H3 3.161 -0.448 -2.509  0.325
H4 3.009 0.793 -0.398  0.288
H5 3.207 -0.851 -0.033  0.318
C3 -2.018 0.677 0.315  -0.018
C4 -2.580 1.702 0.955  -0.748
C5 -1.614 -1.281 1.533  -0.367
N1 -2.241 -0.671 0.627  -0.403
H6 -1.531 0.848 -0.636  0.419
H7 -3.091 1.596 1.902  0.255
H8 -2.446 2.708 0.588  0.253
H9 -1.840 -2.330 1.702  0.259
H10 -0.984 -0.778 2.272  0.323



Most stable = a